30
Properties=species:S:1:pos:R:3:forces:R:3 method="wB97M-V/def2-TZVPD" e_lumo_ev=-3.1 homo_lumo_gap_ev=10.1 charge=+1 e_homo_ha=-0.4868 total_energy_ha=-484.25604
H -2.473616 0.129586 1.939323 -0.9439 -1.0022 0.5169
H 0.528029 -3.966531 -1.042205 0.1738 1.1959 -0.0609
C 0.231979 -2.995154 -1.516926 -0.4931 -0.3648 3.0107
C -1.963406 -0.095216 -0.509532 -1.3172 0.4756 1.7729
H -2.098030 1.870637 2.002743 1.1324 -2.1229 -0.5580
H 2.841766 1.601995 0.673883 2.2137 1.1327 -0.3505
H -2.864049 -0.552443 -0.149999 -0.3361 -0.4237 0.0117
H -0.771796 2.437251 -0.743667 -0.4175 0.7611 0.1605
H 2.064003 0.418320 1.638226 -0.5504 1.7599 0.4068
C 1.632768 0.114838 -0.307809 -1.1510 2.5305 -1.8112
H 0.110698 0.323041 -1.943005 -0.0529 0.1713 0.2122
H 1.156056 3.049877 0.134128 0.0017 -0.5118 1.5619
N -0.053583 -1.888227 -0.525011 -1.4253 -0.4625 0.2936
H 1.298559 1.523056 -1.762803 0.4532 1.6417 -0.8429
C -0.245622 1.677130 -0.198976 -0.4144 -2.2476 -0.8340
H 0.410213 -2.706118 1.642203 -0.0685 0.8719 -0.3306
H 0.918319 -2.643174 -2.198935 1.4638 0.4600 -1.6753
C 0.466842 -1.929468 0.869299 0.2877 -0.9291 0.0194
H -0.804272 0.567241 2.379726 -0.5394 0.2629 0.0078
C -1.297489 0.698999 0.333172 0.3826 1.4284 -0.4250
C 0.921941 -1.009601 0.099606 -0.8821 -1.9873 2.6967
H -1.829708 -0.013585 -1.522576 0.1098 0.2194 -2.4233
H -0.708373 -3.198798 -1.917376 -1.4257 -0.2141 -1.2203
H -1.034049 -1.183704 -0.501216 1.3210 -1.9939 -0.6085
H 2.341971 -0.438741 -0.908093 1.4683 1.1011 -0.4843
C 0.797635 2.160728 0.740455 -0.8104 2.6727 1.5055
H 0.362326 2.444660 1.766165 0.9050 0.0055 -1.6107
C 0.617745 0.954162 -1.204187 0.8915 -2.3313 -0.3847
C -1.678490 0.785712 1.739783 0.2015 2.6808 1.2627
C 1.918362 1.182494 0.821948 -0.1780 -4.7804 0.1807

---

108
Properties=species:S:1:pos:R:3:forces:R:3 method="wB97M-V/def2-TZVPD" e_lumo_ev=3.4 homo_lumo_gap_ev=3.5 charge=-2 e_homo_ha=-0.0020 total_energy_ha=-6144.80501
H -31.443188 -9.007980 -5.529266 -0.1220 -0.6139 -0.0177
C -18.690831 -12.635857 0.307196 0.4103 0.1658 0.2210
H -27.360246 -9.164692 -2.813455 -0.4840 -0.4496 -0.2325
C -23.167763 -11.375021 0.206281 -0.2720 0.2996 -0.7052
S -22.038272 -4.250971 -6.153876 -0.2197 -0.4724 -0.4912
C -28.894644 -10.937750 -6.610660 0.5399 -0.1868 1.1527
C -25.736614 -16.042881 -0.242614 -0.4680 -0.3717 0.1571
C -21.944508 -5.608494 -7.221607 1.2878 1.4507 -2.0767
H -25.716188 -8.421493 -1.470487 0.5418 0.2520 0.3853
C -17.795065 -14.203995 -4.684705 -0.0904 -0.3623 -1.0730
H -24.677497 -15.780583 -0.195572 -0.1785 0.0593 0.1798
H -20.007257 -13.647215 -7.191762 -0.4484 -0.2660 -0.5667
C -20.857429 -3.868755 -8.401730 -0.5496 0.1014 0.5002
C -23.566062 -6.843162 1.471597 0.1467 -1.8276 1.8328
C -31.631840 -10.551348 -7.023502 -0.6254 -1.3145 -1.0218
H -24.941208 -12.238770 -9.093868 0.4278 -0.2462 -0.0465
H -26.311250 -12.117456 -0.712148 -0.4938 -0.1992 -0.2322
H -18.736813 -13.640536 0.697470 -0.0515 -0.0090 0.3836
H -17.679651 -9.446028 1.077555 -0.7254 -1.1468 -1.1886
N -24.558647 -11.187807 -0.228077 1.0460 0.7635 -0.2516
C -30.926610 -11.483490 -7.807428 -0.5795 -0.7948 0.0243
H -27.638901 -17.544090 -1.638467 0.0889 0.1552 -0.0501
H -21.144071 -5.981063 -9.213165 0.0622 0.8862 0.4911
H -29.017697 -12.422308 -8.200987 -0.4597 0.6899 0.7733
C -25.293059 -10.136558 0.502993 -0.3858 -0.8403 0.1089
C -18.537074 -14.445081 -5.852502 -0.1029 -0.3292 0.2702
H -26.064815 -9.230655 -9.281210 -0.7807 0.0419 0.4141
C -18.525594 -9.095512 -4.612719 0.5981 -0.0223 0.5343
H -29.077401 -9.497657 -5.040086 0.0170 0.3071 0.2885
C -19.497832 -13.534751 -6.266149 -0.0934 0.4504 0.7436
H -21.188370 -2.142159 -7.050242 0.2053 -0.0971 0.0495
C -21.273757 -3.199027 -7.261965 0.7017 0.2349 -0.6547
C -18.005992 -13.016406 -4.008863 -0.4784 0.6883 0.6420
H -19.410400 -13.288796 -1.552602 -0.3796 -0.4471 -0.3775
H -25.042032 -5.860242 -1.384213 -0.2611 -0.1804 -0.0420
H -32.731762 -10.526641 -7.129404 0.7288 0.4276 0.0375
H -23.741584 -8.749707 2.463688 0.1645 -0.1361 -0.4745
H -25.342040 -7.879874 -4.155779 -0.2476 0.5118 -0.0018
H -27.283611 -10.699318 -5.285802 0.0448 -0.3643 0.3588
H -17.306713 -12.743120 -3.215650 -0.4667 -0.1279 0.0993
P -19.921297 -11.038987 -3.100614 -0.8000 0.1398 -0.9965
H -25.326778 -13.123329 -7.509267 0.2166 0.1292 -0.6390
C -20.149839 -7.043596 -3.720664 -2.0502 -0.6005 1.2364
C -19.869321 -12.457272 -5.446615 1.6260 -0.2364 0.5178
H -22.567132 -10.495935 -0.030683 -0.1993 0.3105 0.2087
H -31.425246 -12.192539 -8.537565 0.3924 1.2087 0.8962
C -24.789281 -6.524848 -0.570159 0.5802 -1.7700 1.1668
H -27.301728 -12.318837 -6.098432 -0.1363 0.3201 0.3130
C -24.729331 -8.732789 0.492057 0.7138 0.1079 0.8622
C -23.955233 -8.199561 1.542012 -0.3412 0.5016 -0.4727
H -17.680547 -9.795409 -4.819262 -1.1958 0.2336 -0.1202
H -26.281914 -10.064286 0.042813 0.1062 -0.0755 -0.2319
H -18.402641 -15.384890 -6.412404 0.0364 0.6473 0.2111
C -25.331089 -12.407200 -0.377576 0.9747 -0.0796 0.5834
H -22.973012 -11.630558 1.249972 -0.4319 -0.0163 0.4640
C -19.294547 -6.797697 -4.748964 0.8361 -0.3265 -0.2921
C -24.065081 -6.022582 0.526873 -0.4562 1.2380 -2.3511
H -25.382811 -12.923365 0.586488 -0.4511 -0.1885 0.3744
N -26.370352 -8.965049 -2.855232 -0.3163 -2.9278 2.6268
C -19.548219 -9.395852 -3.700455 0.1017 1.3415 0.2161
C -27.508063 -16.596233 -3.591369 1.1260 1.0347 0.3834
H -17.062819 -14.974094 -4.391134 -0.2034 0.7974 0.0407
C -19.118446 -12.157470 -4.277560 0.3136 -1.6227 -0.8585
C -18.247532 -11.547795 1.048785 -0.1199 0.3567 0.1223
H -25.879504 -17.075659 0.106590 0.1300 0.1960 -0.0312
N -25.466851 -15.077455 -2.430778 -1.5657 -0.4947 0.5219
N -26.882673 -15.682578 -4.316790 -0.3864 -0.0401 0.6268
C -30.951682 -9.834494 -6.061075 -0.7347 1.4128 0.5929
As -25.827688 -10.687002 -7.281999 -1.2201 -0.5342 -0.1414
C -25.892069 -14.970076 -3.709043 1.2650 0.1813 -1.6090
C -20.352215 -8.335875 -3.204048 1.3432 -0.5924 -0.7273
S -24.947286 -14.001163 -4.765958 0.1522 0.5360 -0.0229
H -24.878579 -13.155788 -1.049908 -0.1198 0.5939 -0.1199
H -27.351094 -10.447321 -9.336354 -0.0464 0.2084 0.4192
C -18.425268 -7.809695 -5.127271 0.1595 -0.5210 -0.5834
H -26.629502 -6.979010 -3.444664 0.6586 -0.3739 0.3370
Rb -24.122997 -10.951164 -3.332340 -0.3424 0.1707 -0.0657
H -26.575880 -12.747513 -8.699496 -0.4831 0.0247 -0.1447
H -22.905060 -6.463441 2.239693 -0.0870 0.1370 0.1758
C -18.102667 -10.291160 0.433256 0.6298 0.3797 1.1496
H -25.517036 -10.509836 1.524600 0.3651 0.2990 0.1485
H -27.564972 -9.021038 -8.237621 0.3805 -0.1632 -0.1749
H -23.835981 -4.958025 0.533070 0.1142 -0.0928 0.1215
C -26.846374 -9.735419 -8.662993 0.8345 0.3069 -1.0439
C -19.059687 -12.448837 -0.996627 -0.0037 0.1971 0.0353
H -20.841775 -6.274458 -3.390070 0.1882 0.0763 0.0126
C -29.571132 -11.681291 -7.569626 0.4201 -0.2748 -1.1087
H -21.038468 -8.588270 -2.390750 -0.1510 0.4683 -0.4187
N -26.215136 -7.895752 -3.648837 0.2053 2.7580 -3.1537
C -25.641550 -12.403498 -8.286684 0.0329 0.3606 1.0571
H -18.078760 -11.688229 2.117808 0.2294 0.2254 -0.2961
C -29.622499 -10.027398 -5.797651 1.0477 -1.0007 -1.6367
Cl -21.118137 -11.380569 -5.904517 -0.3465 -0.0055 -0.2975
C -18.445528 -10.106257 -0.911825 -0.1320 -0.7501 0.7759
C -26.170538 -15.935315 -1.688426 0.1604 -0.6531 -0.4867
Te -22.663158 -7.475053 -6.935176 -0.6693 -1.3532 0.5198
H -22.693161 -12.151632 -0.376398 -0.1028 -0.5257 -0.3136
H -20.254829 -3.467048 -9.194220 -0.0101 0.5384 -0.2120
H -17.691849 -7.679270 -5.911839 0.0880 0.3715 0.0208
H -28.285366 -17.099418 -4.152724 -0.1510 -0.4834 0.4358
C -27.142447 -16.794585 -2.252469 -0.4358 0.0852 0.4595
H -18.295269 -9.123013 -1.348983 -0.2723 -0.2605 -0.1991
H -19.287161 -5.835209 -5.224857 0.0687 0.2548 -0.1530
C -19.014368 -11.202553 -1.602154 1.2060 0.9257 0.9115
C -27.464555 -11.236830 -6.214616 0.2798 0.0852 -0.1168
C -25.066466 -7.930792 -0.591517 -0.6660 1.6432 -1.0549
H -26.326668 -15.405639 0.449372 0.3630 -0.1233 -0.5498
C -21.285427 -5.205097 -8.434314 -0.7662 -1.3965 1.9346

---

7
Properties=species:S:1:pos:R:3:forces:R:3 method="wB97M-V/def2-TZVPD" smiles="C=NC(=O)[O-]" e_lumo_ev=4.4 homo_lumo_gap_ev=8.1 charge=-1 e_homo_ha=-0.1389 total_energy_ha=-282.67243
H -0.129894 0.854547 1.437909 -0.4296 0.3531 0.1298
C -0.641855 -0.602948 -0.883723 -1.1300 2.1214 -3.0470
N 0.512531 -0.279397 -0.132754 2.4657 -0.0327 0.4958
O -0.541689 0.000388 -2.054329 -0.4432 -1.7219 2.9745
C 0.709250 0.464008 0.863183 -2.0119 -0.1446 -0.5516
O -1.559499 -1.302385 -0.430252 0.7196 -0.0052 0.0856
H 1.651155 0.865787 1.199967 0.8295 -0.5701 -0.0872